[1]
The following is a quantum chemistry calculation of 8 unconnected molecules or ions with the total composition C21H52FN2O10PS8 at a distorted geometry, from the OMol25 dataset.

Cartesian coordinates (Å):
1 C 1.37992 -2.68199 1.47658
2 C 1.15244 -1.56905 0.44919
3 O 2.04627 -1.78063 -0.65006
4 C -0.20419 -1.68306 -0.17461
5 O -1.18870 -1.32587 0.80051
6 C -2.47474 -1.54425 0.43588
7 O -2.59786 -1.86450 -0.91198
8 C -3.28282 -0.33077 0.68139
9 N -3.95030 0.62067 0.74077
10 C -3.03801 -2.75678 1.32199
11 F -2.35566 -2.78898 2.46813
12 C -4.43988 -2.59899 1.60676
13 N -5.57499 -2.42448 1.77004
14 P -2.83088 -4.41795 0.45348
15 S -3.60406 -5.89529 1.43931
16 H 2.04070 -3.41255 1.04214
17 H 0.46381 -3.18583 1.74861
18 H 1.85741 -2.30411 2.36149
19 H 1.33585 -0.59207 0.86593
20 H 2.93549 -1.65038 -0.33647
21 H -0.28358 -0.98936 -0.99673
22 H -0.29306 -2.70411 -0.51131
23 H -3.49322 -1.64389 -1.17645
24 H -3.43853 -4.27551 -0.79868
25 H -1.44433 -4.53808 0.26445
26 C 0.20887 4.07012 0.41176
27 S 0.30314 2.62892 1.46598
28 O 0.78735 1.49769 0.61348
29 C -1.46425 2.40411 1.67049
30 H 1.22025 4.35476 0.12949
31 H -0.37059 3.83349 -0.48141
32 H -0.24924 4.89106 0.95843
33 H -1.93276 2.27894 0.69573
34 H -1.87866 3.27109 2.18381
35 H -1.62414 1.51175 2.27285
36 C 1.23004 -0.48457 -3.36969
37 S -0.41797 0.00507 -3.84537
38 O -1.05535 -1.17021 -4.50494
39 C 0.05254 1.15014 -5.14497
40 H 1.12637 -1.22417 -2.58416
41 H 1.76221 -0.91283 -4.22040
42 H 1.76802 0.37989 -2.98013
43 H 0.63387 0.62778 -5.90345
44 H 0.63460 1.96639 -4.71804
45 H -0.85513 1.54806 -5.59287
46 C -9.70012 -3.09261 5.68984
47 S -8.86275 -1.50322 5.60199
48 O -9.89819 -0.48345 5.29392
49 C -7.98202 -1.84502 4.07453
50 H -10.34840 -3.08096 6.56313
51 H -10.29736 -3.24201 4.79046
52 H -8.96067 -3.88658 5.79412
53 H -8.69276 -2.08087 3.28313
54 H -7.29522 -2.67662 4.22835
55 H -7.41722 -0.95664 3.80348
56 C 1.75901 -6.68340 4.30494
57 S 2.03495 -5.08618 5.08078
58 O 2.26596 -4.10773 3.98516
59 C 3.64440 -5.48948 5.77294
60 H 0.81214 -6.63573 3.77166
61 H 2.56635 -6.89532 3.60394
62 H 1.70615 -7.45481 5.07293
63 H 4.32475 -5.78248 4.97338
64 H 3.53528 -6.29623 6.49753
65 H 4.02469 -4.60111 6.27183
66 C 3.98429 1.75282 0.51631
67 S 4.12806 3.35940 1.30246
68 O 4.32228 4.36212 0.21932
69 C 5.74736 3.03887 2.01806
70 H 3.05054 1.73099 -0.03706
71 H 4.82947 1.60687 -0.15896
72 H 3.96505 0.97871 1.28422
73 H 6.45174 2.78252 1.22701
74 H 5.66830 2.22529 2.73882
75 H 6.07746 3.94338 2.52474
76 C 3.42404 7.40191 1.55314
77 S 1.84136 8.02017 0.96921
78 O 1.17142 6.88072 0.28991
79 C 2.51293 9.07218 -0.32330
80 H 3.22706 6.68378 2.34630
81 H 3.94983 6.90544 0.73696
82 H 4.01213 8.23107 1.94773
83 H 3.10619 8.47093 -1.01202
84 H 3.12421 9.85364 0.12780
85 H 1.67775 9.52341 -0.85413
86 C 1.36379 0.72910 -10.83640
87 S 1.05887 0.44700 -9.08759
88 O 1.61244 1.61332 -8.35134
89 C 2.23620 -0.89909 -8.90500
90 H 0.75085 1.57091 -11.14984
91 H 2.41694 0.96255 -10.99248
92 H 1.08066 -0.15912 -11.40094
93 H 3.23168 -0.55684 -9.18797
94 H 1.92724 -1.73730 -9.52916
95 H 2.23464 -1.20399 -7.86086

Calculated values
gap between HOMO and LUMO: 0.3279 Eh
energy: -144755.6461 eV
maximum force: 2.6 eV/Å
E_LUMO: 0.36 eV
charge: 0
multiplicity: 1
E_HOMO: -8.56 eV



[2]
The following is a quantum chemistry calculation of 3 unconnected molecules or ions with the total composition C21H53BrN8O6P3 at a distorted geometry, from the OMol25 dataset.

Cartesian coordinates (Å):
1 C 2.27823 1.98379 -0.42907
2 C 0.82934 1.64853 0.26393
3 P 0.80852 0.12239 1.40806
4 C -0.97614 0.13612 2.18877
5 C 2.05564 0.23934 2.84657
6 N 3.23427 -0.68628 2.56034
7 C 3.58658 -1.50859 3.80664
8 O 3.21956 -2.81604 3.86154
9 O 4.32185 -0.99669 4.97666
10 C 2.48325 1.76216 3.28393
11 C 1.28278 2.28551 4.32503
12 C 1.00839 3.90518 4.18344
13 O -0.24128 4.32885 4.50034
14 Br 2.35029 5.25150 3.55198
15 O 3.73248 1.83874 4.05830
16 C 4.78919 2.57853 3.35410
17 N 5.80253 1.65407 2.71050
18 H 2.92432 1.00836 -0.66165
19 H 2.92024 2.75130 0.20339
20 H 2.10290 2.49032 -1.49011
21 H 0.44902 2.59871 0.87766
22 H 0.05898 1.50445 -0.62555
23 H -1.24324 1.19982 2.64877
24 H -1.74998 -0.03444 1.30460
25 H -1.10275 -0.72076 3.00236
26 H 1.51044 -0.23284 3.79745
27 H 2.82260 -1.41385 1.90259
28 H 2.43938 2.49485 2.37296
29 H 0.28463 1.67927 4.15570
30 H 1.68419 2.00275 5.40977
31 H 4.41533 3.38298 2.59140
32 H 5.38644 3.18135 4.19357
33 H 6.35197 2.23376 2.01163
34 H 6.49564 1.43031 3.47039
35 O -1.80591 -3.89544 1.59630
36 P -2.86246 -4.80782 2.26600
37 N -2.09656 -4.64858 3.81032
38 C -2.04650 -5.63045 4.88784
39 C -2.21065 -3.31183 4.40579
40 N -2.19365 -6.21809 1.49415
41 C -1.55630 -7.31529 2.20613
42 C -1.43838 -6.00309 0.24891
43 N -4.07712 -5.85674 3.03592
44 C -4.81350 -6.74502 2.10085
45 C -5.14672 -5.05424 3.67288
46 H -3.01270 -5.77548 5.38261
47 H -1.33597 -5.32124 5.66481
48 H -1.67974 -6.60148 4.57056
49 H -3.19686 -3.14646 4.85031
50 H -2.04849 -2.52455 3.66572
51 H -1.46279 -3.15709 5.19283
52 H -0.60434 -7.01024 2.65921
53 H -1.34799 -8.15270 1.53470
54 H -2.21224 -7.74303 2.96800
55 H -0.42915 -5.62948 0.45572
56 H -1.95279 -5.29243 -0.40942
57 H -1.34113 -6.92911 -0.32683
58 H -5.25944 -6.17100 1.28047
59 H -5.61161 -7.28893 2.62142
60 H -4.18904 -7.52776 1.66845
61 H -5.61432 -4.37672 2.94985
62 H -4.77324 -4.45777 4.50343
63 H -5.92404 -5.69735 4.10242
64 O 0.55537 3.43332 -3.58056
65 P 0.75031 3.95527 -5.02513
66 N -0.77980 4.76440 -4.99446
67 C -1.68501 5.00570 -6.11249
68 C -0.83111 5.92497 -4.09728
69 N 0.48644 2.36344 -5.67963
70 C -0.64503 2.00187 -6.51987
71 C 0.75713 1.22215 -4.78999
72 N 0.97443 4.55533 -6.68589
73 C 1.96008 3.79337 -7.49431
74 C 1.51304 5.93507 -6.68542
75 H -1.30573 5.75096 -6.81967
76 H -2.65600 5.37234 -5.75628
77 H -1.93352 4.10732 -6.66859
78 H -0.34812 6.80250 -4.53796
79 H -0.33564 5.72177 -3.14489
80 H -1.86463 6.20193 -3.85683
81 H -1.59020 2.01925 -5.96225
82 H -0.52444 0.99641 -6.93215
83 H -0.71987 2.64280 -7.40148
84 H -0.06092 1.07165 -4.07652
85 H 1.69192 1.36525 -4.23433
86 H 0.88339 0.29327 -5.35541
87 H 2.92232 3.71840 -6.97483
88 H 2.12447 4.27220 -8.46770
89 H 1.62696 2.78451 -7.74098
90 H 2.44814 5.99261 -6.11732
91 H 0.81207 6.64939 -6.25707
92 H 1.70196 6.28851 -7.70606

Calculated values
gap between HOMO and LUMO: 0.1366 Eh
energy: -144739.9989 eV
maximum force: 9.4 eV/Å
E_LUMO: 0.15 eV
charge: -1
multiplicity: 1
E_HOMO: -3.56 eV